A 3-piece molecular cluster, C3H10O3 overall in a non-equilibrium geometry, computed with the ωB97M-V functional and the def2-TZVPD basis.

Properties
Charge: 0
Strongest force on any atom, eV Å⁻¹: 2.75
Energy above the lowest of the compared OMol25 structures with the same formula, charge and spin, kcal/mol: 25.93
HOMO energy, eV: -8.61
Orbital gap, eV: 9.155

Last column: natural (NBO) charge in e.
Atoms and positions in Å:
H  -1.46000  -0.39835  1.99303  0.471
O  1.34960  1.12730  -1.19980  -0.692
H  -1.98788  -1.71494  2.36198  0.464
H  -0.86459  2.71482  2.96564  0.467
H  0.45541  -0.86310  0.05915  0.221
H  1.17175  1.09363  -0.23904  0.481
H  -0.75618  1.46218  3.60553  0.470
O  -0.77898  1.77290  2.71939  -0.937
H  -0.99220  -0.19027  -0.79242  0.214
C  -0.09112  -0.72020  -0.95305  -0.678
H  -0.50436  -1.64446  -1.29245  0.230
H  1.13144  -1.28108  -3.58021  0.205
H  2.28065  0.13033  -3.41371  0.208
C  0.82941  0.03435  -1.84372  0.313
C  1.46635  -0.42646  -2.94894  -0.502
O  -1.24930  -1.09665  2.55863  -0.934